# 1
A cluster of 5 separate species, H9O5 in total at a distorted geometry, computed with the ωB97M-V functional and the def2-TZVPD basis.

Summary:
Gap between HOMO and LUMO = 0.3229 hartree
Total energy = -10384.4665 eV
Lowest unoccupied orbital energy = 4.172 eV

Geometry as ORCA input:
```
! wB97M-V def2-TZVPD RIJCOSX def2/J DEFGRID3
* xyz -1 1
O -0.3761 -0.5788 -0.8436
H -0.7981 -0.7733 -1.7076
O -0.6899 -1.0693 1.4698
H -0.4393 -0.9459 0.5201
H -1.1035 -1.9517 1.5789
O 1.1612 1.6698 -0.7039
H 2.1202 1.4493 -0.6287
H 0.8825 0.7418 -1.0362
O -2.2200 1.7916 -0.6127
H -1.6432 1.4149 -1.2809
H -2.1862 1.1058 0.0941
O 1.9316 -1.3135 1.0920
H 0.9689 -1.0560 1.1990
H 2.3919 -0.4848 0.8597
*
```

Löwdin population analysis, charges in e, atoms 1 to 5: number 1, O, carries -0.411; number 2, H, carries -0.044; number 3, O, carries -0.141; number 4, H, carries -0.103; number 5, H, carries 0.049

=====

# 2
A structure of composition C10H33Li2N6O10 at a distorted geometry, computed with the ωB97M-V functional and the def2-TZVPD basis.

Summary:
Gap between HOMO and LUMO = 0.2180 hartree
Total energy = -40725.0894 eV
Lowest unoccupied orbital energy = -5.858 eV

Geometry as ORCA input:
```
! wB97M-V def2-TZVPD RIJCOSX def2/J DEFGRID3
* xyz 1 1
Li 0.4683 3.1360 -0.3536
Li -1.3272 2.3624 -2.2716
C -0.3388 0.7133 0.2182
O -0.2052 1.2738 -1.0769
H -0.1165 1.4054 1.0524
H -1.3698 0.4020 0.4159
H 0.3327 -0.1359 0.3648
C -2.9247 3.2906 2.2502
C -3.9089 2.7475 1.1774
O -4.2587 3.8058 0.2616
O -3.2043 4.6464 2.4886
H -1.9402 3.0783 1.7951
H -3.0405 2.7985 3.2119
H -4.8596 2.4767 1.6299
H -3.3332 2.0223 0.6005
H -4.0612 3.5573 -0.6402
H -3.5609 5.0274 1.6762
C 3.0556 1.6175 2.5177
C 3.4988 0.3044 1.8711
O 4.8488 0.0804 1.7739
O 3.2297 1.5968 3.9138
H 2.0471 1.9010 2.1914
H 3.6881 2.4127 2.0905
H 2.9511 0.2194 0.9130
H 2.9725 -0.5019 2.3971
H 5.3053 0.6753 1.1737
H 3.6706 0.7742 4.1461
C 0.0103 -3.2458 2.1284
C 0.3663 -2.2748 3.2538
O 1.7043 -2.4399 3.6756
O -1.3289 -3.7239 2.3310
H 0.6083 -4.1516 2.1975
H -0.0081 -2.7893 1.1335
H -0.3280 -2.5373 4.0553
H 0.2229 -1.2415 2.9076
H 1.9209 -1.9342 4.4614
H -1.9279 -2.9616 2.2857
C -3.0884 -2.4221 -0.0743
O -3.1047 -2.1005 1.1003
N -3.7121 -3.5102 -0.5822
N -2.4106 -1.6677 -1.0132
H -4.1740 -4.1378 0.0512
H -3.6576 -3.7507 -1.5545
H -1.9634 -0.9007 -0.5467
H -1.9412 -2.2286 -1.6985
C -0.1232 -1.4826 -4.2385
O 0.0385 -2.4936 -4.8746
N -0.2603 -1.4646 -2.8760
N -0.2830 -0.2540 -4.8444
H 0.0535 -2.2941 -2.4022
H -0.2484 -0.5723 -2.4064
H -0.4624 0.5192 -4.2356
H -0.3774 -0.2337 -5.8431
C 3.6390 0.7072 -3.0964
O 4.1912 0.8656 -2.0214
N 4.2300 0.1755 -4.1939
N 2.2811 0.9442 -3.2281
H 3.7565 0.0603 -5.0684
H 5.1974 -0.0512 -4.0469
H 1.8357 0.7981 -4.1165
H 1.7251 1.1069 -2.4078
*
```

Löwdin population analysis, charges in e, atoms 1 to 5: number 1, Li, carries 0.808; number 2, Li, carries 0.801; number 3, C, carries -0.288; number 4, O, carries -0.571; number 5, H, carries 0.051

=====

# 3
A cluster of 8 separate species, C4H23NO8 in total at a distorted geometry, computed with the ωB97M-V functional and the def2-TZVPD basis.

Summary:
Gap between HOMO and LUMO = 0.3232 hartree
Structure (SMILES) = NCCCC=O.O.O.O.O.O.O.O
Total energy = -22388.6838 eV
Lowest unoccupied orbital energy = 0.191 eV

Geometry as ORCA input:
```
! wB97M-V def2-TZVPD RIJCOSX def2/J DEFGRID3
* xyz 0 1
N -1.6445 -1.8581 -1.0773
C -0.4544 -0.9691 -0.9507
C 0.1314 -0.9365 0.4879
C 1.4079 -1.7515 0.4178
C 1.2753 -3.1510 0.1859
O 0.3163 -3.8091 0.4828
H -2.4901 -1.5558 -0.7457
H -1.3326 -2.8021 -0.8078
H -0.7877 0.0483 -1.1845
H 0.1766 -1.3332 -1.7813
H 0.1593 0.0760 0.8642
H -0.5402 -1.6482 1.0856
H 2.0400 -1.4811 1.3037
H 1.9534 -1.2678 -0.5560
H 2.0744 -3.6499 -0.3139
O -0.9285 2.1338 -1.4726
H -1.1791 1.7521 -2.3765
H -1.6596 2.1613 -0.9300
O -3.0678 -0.7616 1.8619
H -3.5896 -1.5000 1.6385
H -3.1791 -0.4563 2.7334
O -3.1694 1.3348 0.1661
H -3.9197 1.7017 0.5970
H -3.0424 0.4786 0.2904
O 3.2878 0.1183 -1.8727
H 2.7131 0.9266 -1.8893
H 3.4808 -0.1938 -2.6643
O 1.7093 2.2381 -1.5453
H 2.1611 2.4847 -0.7288
H 0.8901 2.2450 -1.4110
O 2.3804 1.9600 1.0856
H 2.8068 1.1126 0.8872
H 3.0813 2.2296 1.6748
O -0.3549 2.2347 2.5477
H -1.0200 1.7588 2.1231
H 0.3144 2.1303 1.8742
*
```

Löwdin population analysis, charges in e, atoms 1 to 5: number 1, N, carries 0.007; number 2, C, carries -0.244; number 3, C, carries -0.174; number 4, C, carries -0.208; number 5, C, carries -0.299

=====

lowest unoccupied orbital energy of number 2 (C10H33Li2N6O10)? -5.858 eV

=====

Which value of total energy does entry 3 give? -22388.6838 eV

=====

Repeat the third record exactly.
A cluster of 8 separate species, C4H23NO8 in total at a distorted geometry, computed with the ωB97M-V functional and the def2-TZVPD basis.

Summary:
Gap between HOMO and LUMO = 0.3232 hartree
Structure (SMILES) = NCCCC=O.O.O.O.O.O.O.O
Total energy = -22388.6838 eV
Lowest unoccupied orbital energy = 0.191 eV

Geometry as ORCA input:
```
! wB97M-V def2-TZVPD RIJCOSX def2/J DEFGRID3
* xyz 0 1
N -1.6445 -1.8581 -1.0773
C -0.4544 -0.9691 -0.9507
C 0.1314 -0.9365 0.4879
C 1.4079 -1.7515 0.4178
C 1.2753 -3.1510 0.1859
O 0.3163 -3.8091 0.4828
H -2.4901 -1.5558 -0.7457
H -1.3326 -2.8021 -0.8078
H -0.7877 0.0483 -1.1845
H 0.1766 -1.3332 -1.7813
H 0.1593 0.0760 0.8642
H -0.5402 -1.6482 1.0856
H 2.0400 -1.4811 1.3037
H 1.9534 -1.2678 -0.5560
H 2.0744 -3.6499 -0.3139
O -0.9285 2.1338 -1.4726
H -1.1791 1.7521 -2.3765
H -1.6596 2.1613 -0.9300
O -3.0678 -0.7616 1.8619
H -3.5896 -1.5000 1.6385
H -3.1791 -0.4563 2.7334
O -3.1694 1.3348 0.1661
H -3.9197 1.7017 0.5970
H -3.0424 0.4786 0.2904
O 3.2878 0.1183 -1.8727
H 2.7131 0.9266 -1.8893
H 3.4808 -0.1938 -2.6643
O 1.7093 2.2381 -1.5453
H 2.1611 2.4847 -0.7288
H 0.8901 2.2450 -1.4110
O 2.3804 1.9600 1.0856
H 2.8068 1.1126 0.8872
H 3.0813 2.2296 1.6748
O -0.3549 2.2347 2.5477
H -1.0200 1.7588 2.1231
H 0.3144 2.1303 1.8742
*
```

Löwdin population analysis, charges in e, atoms 1 to 5: number 1, N, carries 0.007; number 2, C, carries -0.244; number 3, C, carries -0.174; number 4, C, carries -0.208; number 5, C, carries -0.299